No. 1
{"formula": "C23H24LiN6PS", "method": "ωB97M-V with the def2-TZVPD basis set", "symbols": ["S", "P", "N", "N", "N", "N", "N", "N", "C", "C", "C", "C", "C", "C", "C", "C", "C", "C", "C", "C", "C", "C", "C", "C", "C", "C", "C", "C", "C", "C", "C", "Li", "H", "H", "H", "H", "H", "H", "H", "H", "H", "H", "H", "H", "H", "H", "H", "H", "H", "H", "H", "H", "H", "H", "H", "H"], "positions_angstrom": [[-2.043, -0.903, -3.058], [0.907, 1.194, -1.432], [-3.843, 0.821, -1.066], [-0.655, -1.073, 1.381], [-2.064, -3.302, -1.700], [-2.915, -3.286, -3.784], [-2.952, 0.575, -0.102], [-1.556, -2.560, -0.695], [-3.425, 1.178, 0.980], [-4.651, 1.805, 0.712], [2.381, 0.118, -1.397], [4.537, -1.658, -1.288], [0.376, -2.321, 3.645], [2.047, 2.571, 2.314], [-0.646, -2.415, 1.482], [3.549, 0.377, -2.104], [2.302, -1.053, -0.643], [4.620, -0.507, -2.054], [0.370, -0.940, 3.542], [-0.127, 3.448, 1.803], [-0.157, -0.368, 2.392], [0.947, 3.338, 2.675], [3.372, -1.928, -0.578], [-1.189, -3.185, 0.358], [1.003, 2.023, 0.208], [-4.884, 1.542, -0.621], [1.435, 2.601, -2.478], [2.080, 1.927, 1.085], [-2.331, -2.585, -2.780], [-0.143, -3.069, 2.604], [-0.103, 2.783, 0.586], [-1.308, -0.556, -0.587], [-3.678, 0.351, -1.958], [0.764, -0.307, 4.324], [-5.695, 1.810, -1.276], [-1.271, -4.268, 0.437], [2.352, 3.069, -2.117], [-0.997, 4.031, 2.078], [1.566, 2.275, -3.511], [5.520, -0.291, -2.615], [2.942, 1.328, 0.820], [-5.273, 2.367, 1.386], [0.778, -2.809, 4.523], [-0.177, 0.709, 2.280], [5.370, -2.348, -1.249], [-0.161, -4.150, 2.647], [3.293, -2.828, 0.018], [-2.942, -4.289, -3.698], [-0.971, 2.834, -0.064], [3.642, 1.274, -2.702], [2.887, 2.475, 2.991], [1.398, -1.288, -0.097], [0.633, 3.340, -2.463], [-2.973, -2.857, -4.688], [-2.870, 1.128, 1.903], [0.926, 3.848, 3.630]], "nbo_charge": [-0.5140, 0.8289, -0.3329, -0.5074, -0.4659, -0.7928, -0.3414, -0.2609, -0.0467, -0.3536, -0.3567, -0.2067, -0.1544, -0.2044, 0.1701, -0.1471, -0.1995, -0.2288, -0.2667, -0.2189, 0.0615, -0.2228, -0.2067, -0.0264, -0.2348, -0.0375, -0.9322, -0.2491, 0.3102, -0.2448, -0.2451, 0.7921, 0.4490, 0.2227, 0.2222, 0.1834, 0.2256, 0.2180, 0.2407, 0.2132, 0.2264, 0.2298, 0.2190, 0.2072, 0.2140, 0.2220, 0.2150, 0.3932, 0.2244, 0.2023, 0.2143, 0.2207, 0.2433, 0.4019, 0.2115, 0.2157], "multiplicity": 1, "max_force_ha_per_bohr": 0.0074, "orbital_gap_ev": 7.43, "de_lowest_kcal_mol": 0.0}


No. 2
{"formula": "C25H57AsGeHgN3Si3", "method": "ωB97M-V with the def2-TZVPD basis set", "symbols": ["Hg", "As", "Ge", "Si", "Si", "Si", "N", "N", "N", "C", "C", "C", "C", "C", "C", "C", "C", "C", "C", "C", "C", "C", "C", "C", "C", "C", "C", "C", "C", "C", "C", "C", "C", "C", "H", "H", "H", "H", "H", "H", "H", "H", "H", "H", "H", "H", "H", "H", "H", "H", "H", "H", "H", "H", "H", "H", "H", "H", "H", "H", "H", "H", "H", "H", "H", "H", "H", "H", "H", "H", "H", "H", "H", "H", "H", "H", "H", "H", "H", "H", "H", "H", "H", "H", "H", "H", "H", "H", "H", "H", "H"], "positions_angstrom": [[-0.400, 0.336, -0.015], [1.343, -0.339, -3.959], [-1.136, 0.503, 2.601], [-3.248, 1.496, 2.188], [-0.122, 1.928, 4.198], [-1.679, -1.473, 3.802], [1.345, -1.767, 1.384], [2.858, -0.365, -0.700], [1.977, -2.978, -1.212], [-0.522, -0.804, -4.310], [3.006, 0.014, 0.674], [1.409, -3.222, 1.262], [-0.153, 1.705, -8.782], [1.264, -3.723, -0.188], [1.422, 1.465, -4.794], [2.614, -1.089, 1.666], [3.778, -1.306, -1.283], [-3.027, 3.064, 1.167], [1.201, 1.474, -8.581], [2.105, -1.381, -5.463], [0.891, 1.568, -6.178], [-3.032, -1.370, 5.119], [-4.295, 0.315, 1.151], [-0.159, -2.171, 4.694], [-0.468, 1.807, -6.398], [-0.984, 1.873, -7.683], [-0.042, 3.704, 3.562], [1.713, 1.406, -7.294], [-4.277, 1.973, 3.701], [1.662, 1.408, 4.550], [-2.266, -2.789, 2.577], [-0.218, 1.403, -1.838], [3.400, -2.772, -0.973], [-0.986, 1.994, 5.878], [-0.479, 2.685, 6.556], [-5.236, 2.401, 3.395], [3.674, -3.017, 0.059], [-3.235, -2.508, 2.158], [0.671, -1.504, 2.087], [-3.993, 3.498, 0.895], [3.418, -1.829, 1.719], [-0.555, 1.758, -9.786], [-4.589, -0.566, 1.726], [-2.460, 3.819, 1.715], [2.567, -0.624, 2.655], [-2.780, -0.655, 5.905], [1.626, -1.154, -6.417], [0.847, 2.056, -4.080], [1.861, 1.346, -9.430], [0.592, -3.665, 1.840], [-3.751, 2.723, 4.297], [0.383, 3.740, 2.557], [-0.749, -0.761, -5.376], [2.771, 1.223, -7.142], [-3.190, -2.348, 5.581], [0.229, -1.444, 5.412], [-0.993, 1.007, 6.348], [4.002, -3.429, -1.611], [-0.685, -1.820, -3.946], [-1.574, -2.890, 1.737], [3.719, -1.176, -2.364], [2.336, -3.604, 1.712], [-1.251, 1.356, -2.235], [-4.473, 1.116, 4.346], [3.177, -1.194, -5.550], [-2.024, 2.312, 5.774], [-2.041, 2.059, -7.827], [2.570, 0.381, -1.315], [2.118, 2.051, 5.308], [-2.478, 2.844, 0.247], [-2.374, -3.768, 3.052], [-0.149, 2.413, -1.384], [-5.207, 0.801, 0.795], [-1.165, -0.124, -3.759], [-1.040, 4.144, 3.514], [4.034, 0.335, 0.929], [4.823, -1.127, -0.982], [0.650, -2.413, 4.002], [0.569, 4.330, 4.218], [-3.976, -1.051, 4.673], [-0.412, -3.081, 5.244], [0.205, -3.690, -0.455], [1.559, -2.051, -1.256], [1.563, -4.778, -0.211], [2.264, 1.483, 3.642], [2.360, 0.881, 0.845], [2.470, 1.770, -4.744], [1.963, -2.439, -5.236], [-3.731, -0.027, 0.280], [1.714, 0.376, 4.905], [-1.117, 1.943, -5.541]], "lowdin_charge": [0.7564, 1.1250, 0.4593, 0.2361, 0.2589, 0.2642, -0.0789, -0.1051, -0.0642, -0.3304, -0.2424, -0.2349, -0.1181, -0.2235, -0.3551, -0.2132, -0.2305, -0.2314, -0.1042, -0.3501, -0.3156, -0.2256, -0.2368, -0.2242, -0.0611, -0.0973, -0.2360, -0.0766, -0.2241, -0.2376, -0.2277, -0.5067, -0.2231, -0.2245, 0.0235, 0.0228, 0.0827, 0.0107, -0.0274, 0.0240, 0.0966, 0.0893, 0.0071, 0.0044, 0.0907, 0.0123, 0.0027, 0.0288, 0.0935, 0.0938, 0.0073, 0.0262, 0.0144, 0.1067, 0.0233, 0.0100, 0.0105, 0.1023, 0.0151, 0.0028, 0.0708, 0.0999, -0.1586, 0.0023, 0.0048, 0.0063, 0.0957, 0.0535, 0.0240, 0.0038, 0.0267, -0.1582, 0.0228, -0.0168, 0.0083, 0.1097, 0.1074, 0.0046, 0.0223, 0.0073, 0.0256, 0.1041, 0.0523, 0.1055, 0.0104, 0.0868, 0.0641, 0.0069, 0.0127, 0.0066, 0.1134], "multiplicity": 1, "max_force_ha_per_bohr": 0.0151, "orbital_gap_ev": 5.77, "total_charge": -1}


No. 3
{"formula": "C2HLi2O2Tl", "method": "ωB97M-V with the def2-TZVPD basis set", "symbols": ["Tl", "O", "O", "C", "C", "Li", "Li", "H"], "positions_angstrom": [[1.585, 0.220, -1.496], [1.011, 0.228, 1.097], [-2.090, -1.063, -0.319], [-0.735, -0.970, 0.003], [-0.290, -0.062, 0.931], [-0.267, 3.239, -1.789], [1.821, -1.112, -0.206], [-1.035, -0.479, 1.779]], "lowdin_charge": [0.4722, -0.4452, -0.2355, -0.3480, -0.4528, 0.5825, 0.2773, 0.1496], "multiplicity": 1, "max_force_ha_per_bohr": 0.1484, "orbital_gap_ev": [4.14, 4.70]}


No. 4
{"formula": "C21H63N5O8", "method": "ωB97M-V with the def2-TZVPD basis set", "symbols": ["O", "O", "O", "O", "O", "O", "O", "O", "N", "N", "N", "N", "N", "C", "C", "C", "C", "C", "C", "C", "C", "C", "C", "C", "C", "C", "C", "C", "C", "C", "C", "C", "C", "C", "H", "H", "H", "H", "H", "H", "H", "H", "H", "H", "H", "H", "H", "H", "H", "H", "H", "H", "H", "H", "H", "H", "H", "H", "H", "H", "H", "H", "H", "H", "H", "H", "H", "H", "H", "H", "H", "H", "H", "H", "H", "H", "H", "H", "H", "H", "H", "H", "H", "H", "H", "H", "H", "H", "H", "H", "H", "H", "H", "H", "H", "H", "H"], "positions_angstrom": [[-1.995, -1.009, -15.538], [-3.990, 3.493, -16.342], [-1.552, 1.921, -21.273], [-1.509, 3.728, -18.922], [-4.790, 10.562, -22.871], [2.149, 6.732, -17.206], [-5.791, 5.139, -20.021], [-0.360, 7.332, -23.967], [1.931, 10.466, -17.455], [0.142, 10.022, -24.734], [-1.292, 2.526, -16.103], [-2.904, 7.044, -15.921], [-3.893, 9.556, -20.256], [-0.728, 9.092, -25.505], [2.264, 8.077, -16.838], [-0.230, 5.953, -23.727], [-3.262, 5.396, -14.146], [-1.882, 0.374, -15.220], [-4.518, 9.201, -22.579], [-2.944, 7.646, -21.475], [-2.558, -1.730, -14.472], [0.288, 0.721, -16.413], [1.882, 9.092, -17.931], [0.865, 6.348, -17.626], [-4.626, 2.804, -17.382], [-1.865, 4.993, -19.441], [-5.822, 10.714, -23.795], [-0.660, 9.572, -26.943], [-3.408, 9.102, -21.570], [-0.248, 7.660, -25.341], [-3.021, 5.599, -15.631], [-1.191, 1.088, -16.373], [2.672, 8.934, -19.215], [-4.054, 4.889, -16.485], [-2.065, 5.115, -15.860], [-0.785, 6.960, -25.996], [-3.159, 10.010, -19.728], [-4.206, 8.722, -23.521], [0.802, 7.557, -25.655], [-5.091, 5.210, -16.250], [-1.674, 2.064, -22.216], [1.087, 9.973, -25.102], [-1.564, 0.965, -21.162], [-0.960, 10.621, -26.950], [-4.008, 5.247, -17.527], [0.134, 6.651, -16.865], [3.309, 8.273, -16.580], [-5.436, 8.688, -22.262], [-5.510, 10.581, -24.840], [-5.525, 5.306, -20.930], [-5.702, 2.665, -17.202], [-0.205, 5.821, -22.643], [0.835, 8.861, -18.168], [-6.270, 11.708, -23.746], [-2.468, 5.831, -13.543], [0.817, 1.210, -17.227], [0.629, 6.661, -18.648], [0.676, 5.522, -24.163], [2.895, 10.792, -17.478], [-1.140, 5.359, -20.171], [1.685, 10.545, -16.473], [0.412, -0.364, -16.497], [-1.997, -1.613, -13.539], [-2.858, 4.920, -19.906], [0.149, 9.656, -23.787], [-1.242, 0.464, -14.336], [-4.253, 1.781, -17.472], [-2.409, 7.452, -20.549], [3.690, 9.313, -19.088], [-3.783, 6.957, -21.593], [-1.318, 9.082, -27.664], [-0.924, 3.040, -16.897], [1.663, 8.321, -15.950], [-1.526, 3.104, -19.659], [-4.560, 3.280, -18.364], [0.357, 9.533, -27.339], [2.626, 7.912, -19.584], [0.704, 0.938, -15.427], [-1.699, 0.873, -17.323], [-1.712, 9.242, -25.059], [-3.404, 4.343, -13.900], [-2.030, 5.716, -18.641], [-1.110, 5.376, -24.040], [-6.655, 10.017, -23.627], [-3.861, 7.348, -16.105], [-2.859, 0.840, -15.052], [2.248, 9.565, -20.001], [-4.185, 5.889, -13.816], [-3.620, -1.530, -14.284], [-4.628, 10.238, -20.410], [-2.267, 2.839, -16.086], [0.781, 5.259, -17.672], [-2.547, 9.675, -21.932], [-2.501, -2.781, -14.769], [-2.247, 7.490, -22.304], [-5.456, 5.897, -19.530], [-2.437, 7.128, -16.822]], "lowdin_charge": [-0.1853, -0.2057, -0.0330, -0.1237, -0.1754, -0.1666, -0.0565, -0.2100, 0.0356, 0.0358, 0.0465, 0.0531, 0.0487, -0.4252, -0.2192, -0.1214, -0.0597, -0.2069, -0.2262, -0.0518, -0.1315, -0.0606, -0.4723, -0.1158, -0.0990, -0.1672, -0.1334, -0.0752, -0.4253, -0.2161, -0.4401, -0.4407, -0.0560, -0.2207, 0.1230, 0.1280, 0.0730, 0.1297, 0.1307, 0.1382, 0.0491, 0.0686, 0.0559, 0.0785, 0.0988, 0.0914, 0.1292, 0.1307, 0.0881, 0.0240, 0.0934, 0.0757, 0.1206, 0.0873, 0.0773, 0.0722, 0.0776, 0.0916, 0.0688, 0.0703, 0.0678, 0.0742, 0.0864, 0.0694, 0.0599, 0.1259, 0.0874, 0.0633, 0.0804, 0.0673, 0.0758, 0.0411, 0.1231, 0.0385, 0.0742, 0.0788, 0.0750, 0.0796, 0.1312, 0.1330, 0.0772, 0.0598, 0.0894, 0.0870, 0.0720, 0.1253, 0.0776, 0.0794, 0.0852, 0.0654, 0.0313, 0.0876, 0.1396, 0.0855, 0.0607, 0.0284, 0.0450], "multiplicity": 1, "max_force_ha_per_bohr": 0.0330, "orbital_gap_ev": 8.40, "de_lowest_kcal_mol": 0.0}


No. 5
{"formula": "C5H6O", "method": "ωB97M-V with the def2-TZVPD basis set", "symbols": ["O", "C", "C", "C", "C", "C", "H", "H", "H", "H", "H", "H"], "positions_angstrom": [[0.696, 1.842, 0.143], [-0.213, 1.534, 1.081], [0.044, -0.245, -0.217], [-0.235, -1.580, -0.835], [0.895, 0.729, -0.611], [-0.672, 0.225, 0.982], [0.668, -2.087, -1.182], [-0.782, -2.239, -0.151], [1.675, 0.779, -1.349], [0.157, -0.515, 1.306], [-0.473, 2.376, 1.718], [-0.888, -1.405, -1.696]], "nbo_charge": [-0.3773, 0.1840, -0.0848, -0.6340, 0.0417, -0.5426, 0.2167, 0.2328, 0.2056, 0.3241, 0.2019, 0.2321], "multiplicity": 1, "max_force_ha_per_bohr": 0.0474, "orbital_gap_ev": 9.48, "de_lowest_kcal_mol": 79.6}